[1]
51
Properties=species:S:1:pos:R:3:mulliken_charge:R:1 method="wB97M-V/def2-TZVPD" max_force_ev_per_a=2.99 relative_energy_kj_mol=170.6 homo_ev="-9.3760 / -9.3730" charge=+1
Ir 0.13207 0.46471 0.84397 1.13
S 4.44208 -5.38114 1.93801 -0.18
C 3.42997 -4.11235 1.72193 0.08
S 2.28265 -3.99844 0.40745 -0.06
C 1.63731 -2.42454 0.82069 -0.03
C 2.17731 -1.82312 1.94391 0.25
S 1.77654 -0.29217 2.57294 -0.37
S 3.40575 -2.73689 2.79401 -0.10
S 0.42415 -1.78709 -0.19374 -0.37
C -3.02095 -2.01414 3.05709 -0.98
C -1.83266 -1.52583 2.51005 0.01
N -1.73794 -0.33761 1.95308 -0.11
C -2.82087 0.46036 1.92115 0.07
C -4.06207 0.06771 2.46694 1.03
C -4.14010 -1.21567 3.03475 -0.57
C -5.16224 0.97273 2.42539 -0.93
C -5.03206 2.20655 1.88089 -1.01
C -3.79301 2.63508 1.32125 1.05
C -3.59918 3.90399 0.75055 -0.58
C -2.36643 4.22991 0.23522 -0.88
C -1.33493 3.29127 0.28352 -0.02
N -1.49056 2.09145 0.80471 -0.33
C -2.68770 1.75678 1.32843 0.20
H -3.04881 -3.00076 3.49226 0.43
H -0.93179 -2.12241 2.52965 0.43
H -5.07375 -1.56331 3.45051 0.46
H -6.10053 0.64694 2.84694 0.42
H -5.86309 2.89420 1.85744 0.42
H -4.41302 4.61257 0.72446 0.46
H -2.18361 5.19618 -0.20425 0.41
H -0.35500 3.52579 -0.10493 0.55
C 1.53335 -2.48371 -4.79542 -1.50
C 1.97440 -1.55313 -3.71427 0.92
C 1.29475 -0.36138 -3.48452 -0.82
C 1.66476 0.46555 -2.44164 -0.32
C 2.72217 0.11072 -1.62331 0.44
C 3.42581 -1.06236 -1.84501 -0.82
C 3.04778 -1.88302 -2.89081 -0.61
S 3.08393 1.14710 -0.18684 0.55
C 4.13011 2.36614 -1.05336 -1.09
O 1.78492 1.87693 0.04794 -0.61
H 0.87192 -1.98287 -5.49861 0.37
H 0.99162 -3.31746 -4.34750 0.30
H 2.38879 -2.89050 -5.33044 0.39
H 0.46101 -0.08551 -4.11393 0.36
H 1.12320 1.38210 -2.25239 0.48
H 4.25391 -1.32926 -1.20685 0.46
H 3.58068 -2.80457 -3.06441 0.44
H 3.64547 2.71217 -1.95985 0.33
H 5.07223 1.87974 -1.28182 0.41
H 4.29165 3.19257 -0.37122 0.42

=====

[2]
49
Properties=species:S:1:pos:R:3:mulliken_charge:R:1 method="wB97M-V/def2-TZVPD" max_force_ev_per_a=0.95 relative_energy_kj_mol=124.6 homo_ev=-8.3570
C 7.83109 -0.08145 1.41428 -1.44
C 6.78908 -0.69943 0.49561 -0.28
H 6.84053 -1.79552 0.54550 0.37
H 6.96235 -0.38257 -0.54179 0.37
O 5.51852 -0.25169 0.93499 -0.35
C 4.40600 -0.62894 0.27337 0.75
C 3.20742 -0.13285 0.75797 -1.09
C 2.01129 -0.46798 0.13149 0.05
C 1.98764 -1.31010 -1.00604 0.45
N 0.84322 -1.63346 -1.63668 -0.69
C -0.27704 -1.15419 -1.15630 1.46
C -0.32199 -0.32387 -0.02285 -0.39
N 0.80926 0.02963 0.60995 1.01
O 0.78644 0.79859 1.59759 -0.77
C -1.57706 0.23846 0.60476 0.03
O -2.22557 -0.41630 1.38833 -0.66
C -1.92100 1.61127 0.20173 0.45
C -1.23636 2.28330 -0.80957 -0.22
C -1.61029 3.56624 -1.15834 -0.95
C -2.66337 4.18756 -0.50594 -0.32
C -3.35017 3.52347 0.49874 -0.81
C -2.98350 2.24107 0.85073 -0.13
H -3.50299 1.70123 1.62838 0.52
H -4.17193 4.00900 1.00395 0.40
H -2.95072 5.19098 -0.78412 0.41
H -1.08139 4.08456 -1.94448 0.40
H -0.42102 1.80298 -1.33200 0.42
C -1.52093 -1.49302 -1.93623 -0.66
H -1.30726 -2.36131 -2.56399 0.41
H -1.79750 -0.63730 -2.57037 0.30
O -2.62184 -1.81325 -1.10767 -0.34
C -3.61376 -0.90313 -1.02001 0.62
O -3.64131 0.12106 -1.66303 -0.62
C -4.61715 -1.30871 -0.05619 0.31
C -5.72554 -0.59586 0.32854 -0.70
C -6.46099 -1.25015 1.32780 -0.48
C -5.90103 -2.44175 1.68624 -0.39
S -4.46670 -2.78669 0.82161 -0.05
H -6.25713 -3.13756 2.42049 0.46
H -7.36188 -0.85852 1.76468 0.41
H -5.97533 0.35707 -0.10131 0.53
C 3.21811 -1.80451 -1.47513 -1.05
C 4.39327 -1.47595 -0.85474 -0.23
H 5.31785 -1.87506 -1.24082 0.41
H 3.20498 -2.45015 -2.33813 0.46
H 3.18768 0.51348 1.62093 0.55
H 7.77251 1.00219 1.36446 0.33
H 8.82478 -0.40042 1.11366 0.42
H 7.65070 -0.39044 2.43995 0.33

=====

[3]
50
Properties=species:S:1:pos:R:3:mulliken_charge:R:1 method="wB97M-V/def2-TZVPD" max_force_ev_per_a=2.74 relative_energy_kj_mol=125.8 homo_ev=-13.9290 charge=+2
Zr -0.08770 -0.16360 0.53040 2.01
C 1.86380 1.74560 1.68180 -0.93
O 0.45670 1.59460 1.38720 -0.39
C -0.15310 2.72060 0.74030 1.15
C 0.13950 4.03350 1.05760 -0.65
C -0.58460 5.05870 0.45910 -0.72
C -1.58890 4.77710 -0.45540 -0.78
C -1.88200 3.46840 -0.79330 -0.50
C -1.17120 2.42410 -0.19590 0.27
N -1.42700 1.06470 -0.38880 0.17
N -2.53810 0.68240 -0.93600 -0.60
C -2.93390 -0.58210 -0.82110 0.22
C -2.46190 -1.48050 0.22610 0.85
O -1.63530 -1.04320 1.15570 -0.81
C -3.02320 -2.76810 0.30910 -0.93
C -4.03420 -3.16840 -0.53100 -0.71
C -4.63260 -2.27770 -1.45280 0.63
C -5.78950 -2.61940 -2.18310 -0.82
C -6.40310 -1.69410 -2.99650 -0.56
C -5.84090 -0.42650 -3.16220 -0.71
C -4.66700 -0.09450 -2.51690 -0.35
C -4.07830 -0.97970 -1.61010 0.64
H 2.00210 2.44370 2.51580 0.33
H 2.40850 2.10130 0.79300 0.41
H 2.24760 0.75790 1.99590 0.40
H 0.91230 4.28220 1.76660 0.34
H -0.34650 6.07660 0.72300 0.44
H -2.13770 5.58640 -0.90710 0.44
H -2.64190 3.23410 -1.52170 0.51
H -2.64120 -3.42110 1.08380 0.53
H -4.40970 -4.17850 -0.45340 0.45
H -6.20450 -3.60920 -2.07320 0.43
H -7.32540 -1.93810 -3.50110 0.42
H -6.32780 0.29990 -3.79760 0.43
H -4.20900 0.86920 -2.66870 0.49
O 1.32880 0.05570 -0.80680 -0.37
N 2.14070 -0.97720 -0.94430 -0.56
N 1.70700 -2.01920 -0.39900 1.02
O 0.52970 -1.99260 0.21440 -0.62
C 2.40530 -3.23230 -0.34310 0.55
C 1.63220 -4.38640 -0.19190 -0.33
C 2.26230 -5.59940 -0.01070 -0.62
C 3.64940 -5.65270 0.04250 -0.42
C 4.41250 -4.50230 -0.13380 -0.62
C 3.80050 -3.27920 -0.34180 -0.31
H 0.55450 -4.31730 -0.23430 0.47
H 1.67340 -6.49700 0.09610 0.40
H 4.14010 -6.59750 0.21730 0.41
H 5.48980 -4.55810 -0.09000 0.40
H 4.37960 -2.37740 -0.47190 0.48

=====

[4]
54
Properties=species:S:1:pos:R:3:mulliken_charge:R:1 method="wB97M-V/def2-TZVPD" max_force_ev_per_a=3.00 relative_energy_kj_mol=49.6 homo_ev=-10.3442 charge=+1
Ba -0.41257 -0.57626 0.35154 1.85
N -1.36115 0.97191 3.75838 -0.25
C -1.27383 -0.33257 4.09591 0.44
N -1.51726 -0.63254 5.36209 -0.69
C -1.41537 -1.92542 5.66780 0.51
N -1.65619 -2.29528 6.92509 -0.31
N -1.04063 -2.88822 4.80043 -0.59
C -0.83444 -2.48816 3.56661 -0.12
N -0.97702 -1.22903 3.12403 -0.09
C -0.42005 -3.54495 2.59500 0.50
C -0.33853 -4.86944 3.00176 -0.39
C 0.09081 -5.82302 2.09143 -0.46
C 0.42806 -5.42441 0.80929 -0.73
C 0.30836 -4.08271 0.48569 -0.14
N -0.11142 -3.16137 1.35059 -0.06
H -1.52539 1.63801 4.49250 0.21
H -1.06519 1.30033 2.85559 0.00
H -1.92066 -1.60390 7.60376 0.25
H -1.56747 -3.26077 7.18489 0.24
H -0.60092 -5.12769 4.01551 0.48
H 0.16440 -6.86183 2.38295 0.43
H 0.77675 -6.13104 0.07009 0.41
H 0.56600 -3.73087 -0.50832 0.44
O 0.01221 -0.89815 -2.61613 -0.76
S 1.07785 -0.14264 -1.97010 1.63
O 1.65720 -0.90366 -0.84802 -0.87
N 0.54879 1.14376 -1.25100 -0.66
C -0.16914 2.15261 -1.87142 0.52
C 0.01519 2.57278 -3.17077 0.05
C -0.68271 3.67443 -3.69486 -1.11
C -1.56797 4.36987 -2.92576 -0.87
C -1.82263 3.95048 -1.60186 1.12
C -2.75590 4.61513 -0.77675 -0.55
C -3.00925 4.13200 0.47469 -0.84
C -2.33948 2.97107 0.89073 -0.11
N -1.44634 2.32950 0.17222 -0.02
C -1.15458 2.81856 -1.07121 -0.47
C 2.36049 0.17134 -3.13599 -0.35
C 3.41034 0.98643 -2.73915 -0.27
C 4.42575 1.25594 -3.64070 -0.76
C 4.37705 0.71498 -4.92006 -0.35
C 3.31663 -0.09603 -5.30306 -0.67
C 2.29508 -0.37288 -4.40792 0.00
H 0.73550 2.06624 -3.79774 0.31
H -0.49394 3.97360 -4.71721 0.40
H -2.09521 5.23204 -3.31257 0.38
H -3.26319 5.49357 -1.15563 0.43
H -3.72008 4.60192 1.13917 0.39
H -2.58946 2.55049 1.86387 0.41
H 3.42201 1.40425 -1.74038 0.41
H 5.25236 1.88876 -3.34849 0.40
H 5.17138 0.92879 -5.62248 0.40
H 3.28226 -0.51118 -6.30095 0.41
H 1.45347 -0.99474 -4.68311 0.45

=====

[5]
51
Properties=species:S:1:pos:R:3:mulliken_charge:R:1 method="wB97M-V/def2-TZVPD" s_squared=3.78 max_force_ev_per_a=4.54 spin_multiplicity=4 homo_ev="-9.0560 / -11.8485" charge=+1
Co -0.04455 0.07272 0.22842 -0.25
C -3.50193 1.00654 -2.03732 -0.50
O -2.46448 0.48805 -2.86782 -0.48
C -1.43414 0.21895 -2.08681 0.37
N -1.56853 0.50412 -0.79782 0.03
C -2.85046 1.18156 -0.63767 0.08
C -3.75614 0.69739 0.46925 -0.01
C -4.83888 1.50342 0.80405 -0.51
C -5.74166 1.10148 1.77022 -0.63
C -5.54614 -0.09525 2.44220 -0.53
C -4.46339 -0.89709 2.12297 -0.68
C -3.58017 -0.51502 1.12585 -0.05
C -0.15721 -0.26525 -2.49524 0.20
C 0.34667 -0.57160 -3.75009 -0.38
C 1.68990 -0.91893 -3.86778 -0.57
C 2.50391 -0.97333 -2.73609 -0.31
C 1.94808 -0.70357 -1.49733 0.08
N 0.63294 -0.34347 -1.37899 -0.02
C 2.49754 -0.75234 -0.17940 0.52
N 1.66587 -0.47000 0.80822 -0.04
C 2.35436 -0.76105 2.05907 0.08
C 3.80306 -1.06118 1.58195 -0.47
O 3.72276 -1.10748 0.15642 -0.48
C 2.28651 0.29800 3.13732 -0.02
C 2.63709 -0.07769 4.42963 -0.49
C 2.62105 0.84252 5.46009 -0.61
C 2.21682 2.14454 5.21432 -0.51
C 1.86543 2.52666 3.93044 -0.80
C 1.91415 1.61219 2.89062 -0.03
H -4.32445 0.28481 -2.01597 0.37
H -3.84933 1.94610 -2.46827 0.33
H -2.63202 2.24411 -0.45873 0.55
H -4.97309 2.44719 0.29873 0.46
H -6.59732 1.72157 1.98974 0.41
H -6.23901 -0.40447 3.20997 0.43
H -4.31191 -1.82898 2.64521 0.43
H -2.75835 -1.16614 0.85405 0.38
H -0.28894 -0.51298 -4.61965 0.53
H 2.10445 -1.14464 -4.83611 0.45
H 3.54615 -1.23589 -2.81340 0.53
H 1.89496 -1.67259 2.46689 0.54
H 4.17192 -2.02616 1.93191 0.32
H 4.50166 -0.26925 1.86974 0.37
H 2.92083 -1.10014 4.62364 0.44
H 2.91519 0.53959 6.45293 0.40
H 2.16926 2.86203 6.01886 0.42
H 1.55619 3.54307 3.73671 0.42
H 1.65259 1.92040 1.88447 0.43
O -1.84489 1.12375 3.53668 -0.37
N -1.66339 0.94804 2.36663 0.43
O -0.64145 0.46680 1.82515 -0.30

=====

[6]
57
Properties=species:S:1:pos:R:3:mulliken_charge:R:1 method="wB97M-V/def2-TZVPD" s_squared=3.79 max_force_ev_per_a=0.73 spin_multiplicity=4 homo_ev="-10.8305 / -10.9100" charge=+1
Cr 0.06734 0.08689 0.14067 -0.34
C -0.89389 -0.42805 -3.99901 -1.96
C -0.45397 -0.50397 -2.57954 1.02
N -0.64011 0.41978 -1.70397 1.71
N -1.33126 1.54759 -2.05257 -1.70
C -1.41436 2.42274 -1.05327 0.63
N -2.02288 3.57683 -1.37022 -0.39
S -0.84048 2.23844 0.57244 -0.51
C 0.24976 -1.70465 -2.06803 0.71
C 0.55188 -2.79461 -2.86357 -0.99
C 1.21196 -3.87562 -2.29964 -0.49
C 1.55307 -3.84047 -0.95933 -0.97
C 1.21984 -2.71767 -0.22267 -0.28
N 0.58248 -1.68149 -0.76308 0.42
H -1.39444 0.51401 -4.19016 0.38
H -1.57199 -1.25337 -4.22798 0.38
H -0.03233 -0.51309 -4.66497 0.42
H -2.27067 3.75571 -2.32812 0.23
H -2.06658 4.32186 -0.69843 0.23
H 0.27611 -2.79328 -3.90801 0.51
H 1.45916 -4.73709 -2.90565 0.44
H 2.06981 -4.66218 -0.48527 0.45
H 1.47009 -2.63247 0.82660 0.47
N 2.74709 0.36626 2.41830 -0.20
C 1.64019 -0.24691 2.83667 0.36
N 0.56446 -0.44545 2.09115 0.71
C -0.41846 -1.13806 2.80302 -0.75
C -0.09125 -1.46268 4.06308 -0.32
S 1.50443 -0.90890 4.42525 -0.21
C -1.68055 -1.36433 2.09730 -0.17
C -2.79275 -1.97388 2.54425 -0.31
S -4.03576 -1.87161 1.35671 -0.18
C -2.97925 -0.98142 0.32454 0.28
N -1.77254 -0.82302 0.81665 0.68
N -3.38836 -0.52809 -0.88392 -0.34
H 2.75454 0.77719 1.48549 -0.18
H 3.47655 0.59684 3.06912 0.25
H -0.68622 -1.96663 4.80535 0.45
H -2.96271 -2.45956 3.48992 0.44
H -4.37209 -0.57698 -1.08869 0.26
H -2.90603 0.27470 -1.27429 0.06
F 8.89732 2.79865 -2.31456 -0.28
C 7.86722 3.65361 -2.35230 0.80
F 8.17967 4.69309 -1.55951 -0.25
F 7.78928 4.13326 -3.60511 -0.25
C 6.57240 3.01187 -1.92937 0.34
C 5.42332 3.79288 -1.91286 -0.90
C 4.21932 3.23862 -1.52456 -0.50
C 4.15088 1.89311 -1.15384 0.31
C 5.30974 1.11908 -1.17822 -0.51
C 6.51988 1.67766 -1.56221 -0.62
C 2.89462 1.32009 -0.74258 0.89
C 1.83618 0.83608 -0.39023 -1.00
H 5.47576 4.83485 -2.20111 0.39
H 3.32040 3.83966 -1.50217 0.49
H 5.25677 0.07597 -0.89532 0.47
H 7.41789 1.07665 -1.57879 0.47